1.
60
Properties=species:S:1:pos:R:3 method="wB97M-V/def2-TZVPD" de_lowest_kj_mol=103.4 charge=+1 s_squared=0.759 multiplicity=2
Tc 0.06342 0.39612 -2.24477
C -1.19472 4.23726 4.08408
C 0.26087 3.91161 3.78530
C 1.04005 3.40939 4.98740
C 0.47628 2.08598 5.48254
C 0.39035 1.08952 4.35066
C 0.37147 -0.26114 4.59671
C 0.31903 -1.17456 3.54432
F 0.30099 -2.47588 3.84145
C 0.29962 -0.78247 2.24350
C 0.30583 0.59126 1.96291
C 0.26662 1.04485 0.59938
O 0.26029 0.11558 -0.30202
C 0.25621 2.40890 0.35752
C 0.29205 3.27750 1.43920
N 0.33160 2.88281 2.69632
C 0.34181 1.52017 3.00849
C 0.21159 3.04762 -0.97926
O 0.31718 4.22606 -1.12260
O -0.01084 2.26551 -2.07600
H -1.24968 4.96675 4.89338
H -1.75293 3.34718 4.37993
H -1.68181 4.66720 3.20741
H 0.75298 4.79436 3.38488
H 1.00524 4.16711 5.76931
H 2.08669 3.27945 4.70316
H -0.51492 2.23214 5.91690
H 1.10491 1.67818 6.27304
H 0.40845 -0.63350 5.61512
H 0.28154 -1.50701 1.44242
H 0.29334 4.34333 1.25021
O 3.92772 -0.75356 -1.88405
C 2.83839 -0.89558 -2.33927
O 1.95275 0.13074 -2.45600
C 2.34313 -2.20360 -2.84608
C 1.02699 -2.35232 -3.19510
C 0.54895 -3.54236 -3.69481
C 1.38155 -4.62216 -3.86639
C 2.70173 -4.45398 -3.49638
C 3.20766 -3.27801 -2.99116
N 3.62082 -5.61267 -3.65538
O 4.76165 -5.46459 -3.27954
O 3.15717 -6.61931 -4.14389
N -0.88043 -3.65501 -4.06146
O -1.25647 -4.70719 -4.51479
O -1.56669 -2.66013 -3.91333
H 0.33048 -1.53529 -3.10052
H 1.02512 -5.55893 -4.26737
H 4.24891 -3.19681 -2.71261
Cl -1.87131 -2.02986 -0.31108
C -2.65004 -0.94736 -1.40081
C -1.89882 -0.10691 -2.22496
C -2.54068 0.56586 -3.25603
Cl -1.47571 1.29246 -4.42023
C -3.90304 0.61213 -3.38577
Cl -4.62125 1.53097 -4.63529
C -4.65841 -0.13385 -2.47428
Cl -6.35401 -0.09552 -2.58425
C -4.03750 -0.94062 -1.50579
Cl -4.99220 -1.91783 -0.47425

2.
59
Properties=species:S:1:pos:R:3 method="wB97M-V/def2-TZVPD" de_lowest_kj_mol=0.0 charge=+1
Ta -0.05261 -0.28913 -0.17434
S -3.88750 -5.54652 1.13818
C -3.11901 -4.28959 0.46422
S -1.58769 -4.42750 -0.36667
C -1.39661 -2.74083 -0.75518
C -2.37451 -1.90576 -0.30591
S -2.34678 -0.17632 -0.49404
S -3.67456 -2.64001 0.59670
S 0.02682 -2.21592 -1.60214
Cl 2.77615 5.45246 -4.39353
C 2.10035 4.13454 -3.51409
C 0.89476 3.59097 -3.92111
C 0.33487 2.52916 -3.21162
Cl -1.16359 1.86356 -3.71422
C 0.99633 2.02887 -2.10281
O 0.45073 1.00245 -1.41314
C 2.22097 2.57018 -1.69086
C 2.96749 2.06813 -0.52661
O 2.61528 1.14849 0.17909
C 2.76904 3.63035 -2.40467
H 0.37757 3.98065 -4.78611
H 3.91393 2.59793 -0.32916
H 3.71205 4.05964 -2.09464
O -0.25717 -1.48599 1.63431
C 0.06915 -0.49649 2.36348
N 0.44621 -0.44284 3.62100
C 0.92418 0.91455 3.94752
C 0.74062 1.60632 2.56418
O 1.05385 2.72650 2.28119
N 0.11616 0.69476 1.71331
C 0.04598 1.60560 4.98227
C -0.89892 0.90656 5.72014
C -1.64356 1.55582 6.69642
C -1.44840 2.90507 6.93443
C -0.50559 3.60616 6.19498
C 0.24333 2.96255 5.22588
C 2.37823 0.82654 4.39574
C 3.42853 1.38635 3.68459
C 4.73030 1.25129 4.15378
C 4.98766 0.55844 5.32343
C 3.93666 -0.00197 6.03890
C 2.63945 0.13873 5.58077
H 0.59095 -1.26097 4.19085
H -1.07982 -0.14456 5.53620
H -2.37735 1.00153 7.26546
H -2.02864 3.41209 7.69319
H -0.35145 4.66093 6.37772
H 0.98154 3.51233 4.65847
H 3.24298 1.93369 2.77170
H 5.54506 1.69773 3.59921
H 6.00190 0.46174 5.68647
H 4.12909 -0.53337 6.96113
H 1.82024 -0.26527 6.16554
Cl 4.01367 -4.01377 -0.95414
C 4.28130 -2.68149 0.16602
Cl 4.72086 -3.26527 1.77516
Cl 5.49568 -1.55637 -0.45872
C 3.02165 -1.93642 0.29222
N 2.04281 -1.35708 0.39086

3.
56
Properties=species:S:1:pos:R:3 method="wB97M-V/def2-TZVPD" de_lowest_kj_mol=0.0 charge=+2 s_squared=0.836 multiplicity=2
V -0.85013 1.15218 1.18202
Cl -7.40005 -0.15227 3.72058
C -5.98373 0.36346 2.93235
C -4.74530 -0.15151 3.34331
Cl -4.62039 -1.28166 4.61385
C -3.61406 0.28709 2.68487
Cl -2.02440 -0.24767 3.09276
C -3.67661 1.20782 1.64176
O -2.53394 1.56531 1.05794
C -4.90503 1.72484 1.23192
Cl -4.94293 2.85380 -0.04163
C -6.06088 1.29452 1.88538
Cl -7.57222 1.90998 1.40168
O 0.67079 0.45496 1.82450
S 1.63630 -0.54150 2.56981
C 3.21509 0.19218 2.26871
C 4.22199 -0.19704 3.14336
C 5.50070 0.29642 2.93729
C 5.74285 1.17717 1.89199
C 4.71488 1.57166 1.04293
C 3.43353 1.07685 1.22064
C 1.58024 -1.99643 1.58935
C 2.07965 -2.04340 0.28879
C 1.97648 -3.22867 -0.41159
C 1.39537 -4.34556 0.18565
C 0.90792 -4.28875 1.48220
C 0.99645 -3.10392 2.19710
H 4.01867 -0.87003 3.96727
H 6.30148 0.00403 3.60174
H 6.73962 1.56927 1.74312
H 4.91192 2.26782 0.23937
H 2.62722 1.38243 0.56503
H 2.55378 -1.17828 -0.15403
H 2.36294 -3.29526 -1.41921
H 1.33516 -5.27338 -0.36729
H 0.47062 -5.16442 1.94072
H 0.62943 -3.04399 3.21443
O -0.58050 3.99487 2.72484
C -0.62606 2.99546 2.23663
O -0.30101 1.78278 -0.50202
C -0.66306 0.66038 -1.09271
O -1.00862 -0.23678 -0.25595
C -0.66406 0.52138 -2.51359
C -1.05687 -0.70747 -3.06235
C -1.08756 -0.90402 -4.43090
C -0.71156 0.17229 -5.21390
O -0.66443 0.23348 -6.54356
C -0.19693 1.54729 -6.89685
O -0.01897 2.26021 -5.67434
C -0.31707 1.40530 -4.66938
C -0.28086 1.61612 -3.32440
H -1.34490 -1.50804 -2.39462
H -1.39149 -1.84041 -4.87450
H -0.95089 2.04081 -7.50795
H 0.75685 1.45505 -7.41582
H 0.01457 2.56322 -2.89728

4.
58
Properties=species:S:1:pos:R:3 method="wB97M-V/def2-TZVPD" de_lowest_kj_mol=0.0 charge=-2 s_squared=2.024 multiplicity=3
Mo 0.18543 0.30603 -0.05202
C 1.63221 -3.32912 -2.37918
C 2.66721 -3.86987 -1.63440
C 2.84047 -3.43150 -0.34450
C 2.00576 -2.43651 0.18486
N 1.06427 -1.83465 -0.57865
C 0.87539 -2.32303 -1.81866
N 2.16891 -2.23618 1.53925
C 1.35539 -1.51100 2.22821
N 0.38500 -0.64412 1.84696
C -0.38227 -0.28408 2.96896
N -1.37302 0.49743 3.03835
C -1.77777 1.20407 1.80577
C -3.07293 1.89907 2.07719
C -4.21034 1.48476 1.49892
C -4.21387 0.41409 0.53814
C -2.99862 -0.06335 0.13714
N -1.82776 0.34976 0.64674
C 0.22121 -0.93990 4.15053
C -0.11054 -0.89480 5.49275
C 0.70621 -1.58807 6.37764
C 1.81806 -2.30266 5.92692
C 2.13849 -2.34663 4.57476
C 1.32017 -1.64892 3.70582
H 1.44543 -3.61055 -3.40511
H 3.32652 -4.62187 -2.05230
H 3.60020 -3.82995 0.31157
H 0.11811 -1.83233 -2.40130
H -3.04722 2.71679 2.78813
H -5.14327 1.98560 1.74326
H -5.12257 0.06616 0.06814
H -2.91769 -0.77678 -0.67498
H -0.97316 -0.33091 5.82357
H 0.48337 -1.57288 7.43857
H 2.43927 -2.82810 6.64323
H 2.99065 -2.89792 4.19969
Cl -2.78660 -1.15642 -3.89348
C -1.94658 0.35878 -3.76455
C -2.11552 1.32052 -4.77453
C -1.45672 2.51313 -4.71722
Cl -1.69798 3.69247 -5.98608
C -0.58562 2.81487 -3.64167
C 0.16653 3.99555 -3.47889
C 0.96623 4.13019 -2.37998
C 1.02303 3.10265 -1.42234
N 0.33584 1.99555 -1.55534
C -0.44548 1.83806 -2.64769
C -1.10998 0.58378 -2.68931
O -0.87252 -0.25395 -1.72943
H -2.77570 1.09988 -5.60167
H 0.11075 4.77082 -4.23125
H 1.57251 5.01223 -2.22794
H 1.62918 3.18571 -0.53145
S 1.91863 -0.03582 -4.19213
S 3.53309 -0.24943 -2.91995
S 3.58398 1.30369 -1.59424
S 2.67221 0.75258 0.19636
S -0.33599 2.28708 1.36880

5.
58
Properties=species:S:1:pos:R:3 method="wB97M-V/def2-TZVPD" de_lowest_kj_mol=57.4 charge=0
Ti -0.22373 0.47626 0.06697
C 4.75599 1.49595 0.42251
C 3.86733 0.56675 -0.10858
N 2.79506 0.18632 0.56538
C 2.59614 0.72906 1.77036
C 3.41865 1.76469 2.22744
N 4.49222 2.12687 1.55503
C 1.52317 0.10464 2.55703
C 1.64856 -0.06847 3.92627
C 0.65605 -0.76027 4.62791
C -0.38210 -1.32147 3.89286
C -0.43119 -1.12695 2.51315
N 0.48425 -0.38090 1.86589
C -1.43924 -1.70052 1.63166
C -2.33952 -2.70704 1.98289
N -3.18847 -3.22536 1.11877
C -3.15800 -2.74765 -0.12031
C -2.30799 -1.71492 -0.48932
N -1.46308 -1.17135 0.38653
C 0.72944 -0.90115 6.08595
C 1.94472 -1.14463 6.72450
C 1.95912 -1.25176 8.10541
N 0.87843 -1.12689 8.85558
C -0.27548 -0.90119 8.25339
C -0.41150 -0.78477 6.87874
H 5.68711 1.74208 -0.06445
H 4.03187 0.09235 -1.06723
H 3.19869 2.31870 3.12752
H 2.50428 0.34467 4.43611
H -1.14882 -1.89032 4.39250
H -2.37307 -3.10823 2.98511
H -3.84026 -3.20050 -0.82323
H -2.30166 -1.31852 -1.49993
H 2.85068 -1.27794 6.15353
H 2.87965 -1.44770 8.63944
H -1.13272 -0.81319 8.90666
H -1.37421 -0.58293 6.43775
S 0.87537 -1.29393 -1.41453
C 1.39965 0.19512 -2.06447
C 2.13226 0.35132 -3.25163
C 2.54670 1.60946 -3.61280
C 2.19915 2.70407 -2.81539
C 1.44109 2.48756 -1.68718
N 1.07959 1.26110 -1.30516
H 2.34643 -0.52046 -3.84563
H 3.13955 1.76043 -4.50240
H 2.50481 3.70141 -3.07606
H 1.11200 3.30842 -1.05651
S -6.66833 4.10512 -0.98958
C -5.32454 3.22222 -0.72629
S -4.30044 2.64130 -2.01661
C -3.06803 1.92554 -0.99653
C -3.29640 1.96254 0.34724
S -2.27979 1.25866 1.52717
S -4.76192 2.77359 0.86594
S -1.66562 1.27499 -1.73959
N 0.62147 3.15580 1.57664
C 0.30125 2.18849 1.03896

6.
55
Properties=species:S:1:pos:R:3 method="wB97M-V/def2-TZVPD" de_lowest_kj_mol=113.3 charge=0
Pt -2.84385 1.06454 2.98478
O 1.01216 -0.43887 3.38965
C -0.17315 -0.19160 3.47020
O -1.04464 -0.16859 2.52223
C -0.76385 0.14529 4.81493
C -0.16977 -0.15584 6.02464
C -0.82959 0.19304 7.19522
C -2.03589 0.87767 7.12183
C -2.55488 1.16811 5.87779
N -1.93097 0.77724 4.77050
C -3.84442 1.90588 5.63038
O -4.50933 2.28460 6.57070
O -4.09219 2.08268 4.37857
H 0.78739 -0.65697 6.01046
H -0.40781 -0.07138 8.15592
H -2.58903 1.18787 7.99682
C 4.89397 -3.20803 -7.15567
O 5.07741 -2.02916 -6.39293
C 4.13120 -1.71295 -5.47700
C 4.29025 -0.48979 -4.82346
C 3.35367 -0.06223 -3.91123
C 2.23438 -0.84500 -3.61189
C 2.10107 -2.07376 -4.24269
C 3.03845 -2.51467 -5.16772
C 1.24601 -0.33528 -2.65922
N 1.32857 0.81259 -2.02973
C 0.21098 0.88294 -1.24263
C -0.57596 -0.23213 -1.41341
N 0.09834 -1.00509 -2.32701
C -1.81578 -0.44454 -0.73474
C -2.68495 -1.52402 -0.93532
C -3.83715 -1.60893 -0.19448
C -4.08417 -0.65432 0.78966
N -3.26067 0.35607 1.01592
C -2.15835 0.51273 0.23140
C -1.31570 1.68787 0.44811
N -1.73104 2.54148 1.39035
C -1.04111 3.64066 1.61247
C 0.12306 3.94943 0.89752
C 0.57136 3.07263 -0.06023
C -0.15836 1.90165 -0.30389
H 5.69901 -3.22248 -7.88439
H 3.93694 -3.19709 -7.68294
H 4.95554 -4.10190 -6.53025
H 5.16079 0.10923 -5.05536
H 3.45832 0.89385 -3.41682
H 1.25586 -2.71993 -4.03610
H 2.90848 -3.48081 -5.63236
H -0.14424 -1.93447 -2.61893
H -2.45454 -2.28468 -1.67111
H -4.54569 -2.41093 -0.34297
H -4.96793 -0.71046 1.40972
H -1.42736 4.30572 2.37630
H 0.65134 4.87008 1.10390
H 1.46782 3.26203 -0.63551